Density functional theory data (the ωB97M-V functional and the def2-TZVPD basis) for a molecular structure, H18HgO9 in a non-equilibrium geometry.

Geometry (Å):
1 O 2.16 -0.16 0.93
2 H -2.26 2.14 0.79
3 H -0.22 0.00 -3.08
4 H 0.62 2.64 0.06
5 O -2.14 1.45 0.05
6 H 3.05 -0.35 -1.68
7 O -0.07 1.51 2.02
8 H -0.86 -2.13 2.43
9 H 0.14 2.43 -1.44
10 H 0.53 -2.73 0.34
11 O 0.60 2.03 -0.68
12 H 2.69 0.61 0.88
13 H -0.31 2.38 2.38
14 H -2.43 -1.93 -0.91
15 O -0.44 -1.25 2.34
16 H -1.60 0.06 -2.53
17 H 0.70 1.19 2.55
18 H 1.97 0.04 -2.73
19 H -2.02 1.98 -0.74
20 Hg -0.09 -0.09 0.02
21 H -0.77 -0.69 3.03
22 H 1.00 -2.67 -1.05
23 O 2.12 -0.48 -1.94
24 H 2.79 -0.76 1.29
25 O -2.13 -1.45 -0.17
26 O 0.49 -2.17 -0.41
27 O -0.70 -0.05 -2.26
28 H -2.81 -1.55 0.53

Calculated values
E_LUMO ... -7.038 eV
Energy above the lowest of the compared OMol25 structures with the same formula, charge and spin ... 0.5571 eV
Highest occupied orbital energy ... -18.294 eV
Spin multiplicity ... 1
Orbital gap ... 11.3 eV
Total charge ... +2
Maximum force ... 2.890 eV/Å